1.
{"formula": "C26H64BrNO13S", "method": "the ωB97M-V functional and the def2-TZVPD basis", "species": ["C", "C", "C", "N", "O", "S", "O", "O", "C", "C", "C", "Br", "H", "H", "H", "H", "H", "H", "H", "H", "H", "H", "H", "H", "H", "H", "C", "O", "C", "C", "O", "C", "H", "H", "H", "H", "H", "H", "H", "H", "H", "H", "C", "O", "C", "C", "O", "C", "H", "H", "H", "H", "H", "H", "H", "H", "H", "H", "C", "O", "C", "C", "O", "C", "H", "H", "H", "H", "H", "H", "H", "H", "H", "H", "C", "O", "C", "C", "O", "C", "H", "H", "H", "H", "H", "H", "H", "H", "H", "H", "C", "O", "C", "C", "O", "C", "H", "H", "H", "H", "H", "H", "H", "H", "H", "H"], "coordinates": [[-0.101306, -5.354961, 1.754226], [-1.531228, -4.919800, 1.402409], [-1.620118, -4.170618, 0.065830], [-1.868598, -2.727887, 0.229698], [-1.210916, -2.173044, 1.369014], [0.409550, -1.946086, 1.339871], [0.923451, -2.453958, 0.080231], [0.284463, -0.326566, 1.170762], [1.569070, 0.310086, 1.015384], [1.426996, 1.747038, 1.481006], [2.394078, 2.692137, 0.793831], [4.249831, 2.136991, 0.992658], [0.165840, -6.231751, 1.158944], [0.636149, -4.585627, 1.528362], [-0.018149, -5.616711, 2.809670], [-1.964539, -4.313394, 2.197544], [-2.149912, -5.818547, 1.334333], [-2.477243, -4.529090, -0.508603], [-0.718557, -4.367072, -0.525236], [-1.572805, -2.193175, -0.583028], [2.325498, -0.213423, 1.610270], [1.868001, 0.257329, -0.034568], [1.553625, 1.822735, 2.562911], [0.428281, 2.107944, 1.223347], [2.323840, 3.694674, 1.206172], [2.204788, 2.744937, -0.276711], [5.382159, -3.895119, 4.112268], [4.758103, -2.959654, 4.971326], [3.582524, -2.384608, 4.428093], [2.321802, -3.029435, 4.960006], [2.208777, -4.386290, 4.558188], [2.599602, -5.312223, 5.553129], [6.132725, -4.422672, 4.698600], [4.665859, -4.617474, 3.713697], [5.878602, -3.388216, 3.277429], [3.597761, -2.448903, 3.333798], [3.577978, -1.324499, 4.703423], [1.456787, -2.496126, 4.557140], [2.280358, -2.944588, 6.050156], [1.833168, -5.396599, 6.331631], [3.547622, -5.030271, 6.017796], [2.715396, -6.280869, 5.068644], [-1.562481, -0.457833, -5.812296], [-1.633253, 0.561052, -4.828826], [-2.695205, 0.395779, -3.907482], [-2.230163, -0.204315, -2.597222], [-1.757212, -1.530760, -2.757127], [-0.342022, -1.637529, -2.838836], [-0.602778, -0.358956, -6.315181], [-1.639949, -1.453231, -5.368978], [-2.354900, -0.334464, -6.558163], [-3.484518, -0.229237, -4.338744], [-3.119296, 1.385790, -3.712792], [-3.075142, -0.237280, -1.902510], [-1.452889, 0.428193, -2.152490], [0.096064, -1.492788, -1.850521], [0.085815, -0.933756, -3.555626], [-0.123557, -2.654211, -3.164364], [-2.770277, 6.923267, -0.076083], [-2.923809, 5.938563, -1.081062], [-1.718499, 5.604648, -1.744211], [-1.117313, 4.318009, -1.221124], [-0.711387, 4.424502, 0.134104], [-1.643691, 3.884108, 1.053021], [-3.694163, 6.944657, 0.499186], [-1.937392, 6.692279, 0.592447], [-2.607719, 7.911569, -0.519340], [-0.991235, 6.418452, -1.652034], [-1.948507, 5.476657, -2.806106], [-0.229793, 4.077836, -1.814772], [-1.835752, 3.499214, -1.338054], [-1.611058, 2.788723, 1.036735], [-2.666599, 4.207995, 0.850695], [-1.355927, 4.227767, 2.045896], [-1.135029, -0.276239, 9.310498], [-0.365375, 0.763406, 8.736125], [0.931463, 0.359828, 8.335803], [1.010675, 0.086464, 6.849341], [0.206792, -1.013757, 6.463018], [-1.034414, -0.644071, 5.888699], [-2.160622, 0.081896, 9.381166], [-1.113176, -1.180690, 8.697951], [-0.775559, -0.517972, 10.316637], [1.245046, -0.529912, 8.892462], [1.621924, 1.172106, 8.581354], [2.048003, -0.154291, 6.592762], [0.724277, 0.984142, 6.290549], [-0.896857, -0.272813, 4.866683], [-1.540279, 0.121197, 6.481738], [-1.654580, -1.538188, 5.854450], [-0.353489, 2.271126, -11.677158], [-0.457830, 3.211157, -10.624946], [-1.482013, 2.913733, -9.692562], [-0.945582, 2.249303, -8.443428], [-0.387667, 0.974368, -8.712857], [1.024980, 0.977282, -8.798814], [0.579313, 2.473704, -12.200713], [-0.337951, 1.244978, -11.302202], [-1.184558, 2.380193, -12.382617], [-2.244444, 2.276077, -10.153064], [-1.957009, 3.858262, -9.411214], [-1.768788, 2.106487, -7.736424], [-0.203285, 2.897373, -7.965863], [1.476496, 1.072705, -7.804787], [1.388892, 1.788632, -9.433353], [1.325942, 0.024201, -9.231030]], "forces_ev_per_a": [[-0.2654, -0.0444, -0.0349], [0.0300, -0.1922, -0.0810], [0.1169, -0.0266, -0.0241], [-0.2322, 0.0647, 0.0511], [0.3124, -0.0691, 0.1671], [-0.0892, 0.0895, -0.1603], [-0.0544, 0.0037, 0.1409], [0.0059, -0.0688, -0.0298], [-0.0048, 0.0947, 0.0922], [0.1934, 0.2472, -0.1276], [-0.2021, 0.0705, -0.0507], [0.0729, -0.0109, 0.0519], [0.0727, 0.0423, 0.0431], [-0.0032, -0.0105, 0.1053], [0.0718, -0.0005, -0.0457], [0.0222, 0.0502, -0.0578], [-0.0062, 0.0716, 0.0286], [0.0242, 0.1006, -0.0121], [-0.0194, 0.0224, 0.0570], [0.0018, -0.1177, -0.0227], [-0.0199, -0.0189, -0.0832], [-0.0374, -0.0252, 0.0238], [-0.1120, -0.0842, -0.0138], [0.0023, -0.0862, 0.0734], [0.0367, -0.0413, -0.0082], [0.0633, -0.0545, 0.0304], [0.0082, 0.0135, 0.0040], [-0.0319, -0.0560, 0.0235], [0.0479, 0.0541, 0.0164], [-0.1141, -0.0597, -0.1019], [0.0900, -0.0003, -0.0240], [-0.0172, 0.0100, 0.0008], [0.0129, 0.0214, -0.0002], [0.0012, -0.0069, 0.0003], [-0.0184, -0.0058, -0.0171], [-0.0086, -0.0043, -0.0065], [-0.0093, 0.0055, -0.0168], [0.0024, 0.0204, 0.0401], [0.0033, -0.0014, 0.0065], [0.0137, 0.0188, 0.0197], [0.0069, -0.0099, -0.0041], [-0.0265, -0.0014, -0.0011], [0.0112, 0.0192, -0.0269], [0.0564, -0.0276, 0.0364], [-0.0085, 0.0609, -0.0374], [-0.0145, 0.0084, 0.0341], [-0.0685, -0.0141, -0.0316], [-0.0345, -0.1027, -0.0119], [-0.0254, 0.0277, -0.0254], [-0.0002, 0.0004, 0.0155], [-0.0124, -0.0266, 0.0057], [0.0034, -0.0076, 0.0005], [-0.0168, -0.0039, 0.0280], [-0.0036, 0.0030, -0.0009], [0.0212, -0.0052, -0.0077], [0.1926, 0.0882, -0.0665], [-0.0515, 0.0393, 0.0100], [0.0194, 0.0117, 0.0203], [-0.0093, 0.0083, -0.0154], [0.0059, -0.0534, 0.0557], [-0.0411, 0.0453, -0.0389], [0.0501, -0.0690, 0.0026], [-0.0158, 0.0489, 0.0134], [0.0166, -0.0583, 0.0763], [-0.0102, 0.0109, -0.0194], [-0.0022, -0.0009, 0.0073], [0.0254, 0.0001, 0.0052], [0.0052, -0.0035, 0.0068], [0.0137, -0.0022, -0.0020], [-0.0126, -0.0070, -0.0058], [-0.0004, -0.0032, -0.0091], [-0.0904, -0.0079, -0.0049], [0.0250, 0.0478, -0.0627], [0.0261, -0.0230, -0.0020], [0.0017, 0.0080, 0.0081], [-0.0302, -0.0130, -0.0632], [-0.0029, 0.0379, 0.0629], [0.0417, -0.0432, -0.0799], [-0.0538, 0.0225, 0.0741], [0.0187, -0.0127, -0.0272], [0.0084, 0.0155, 0.0186], [-0.0067, -0.0015, -0.0010], [0.0124, -0.0210, -0.0073], [0.0010, -0.0058, -0.0057], [0.0081, -0.0068, -0.0016], [0.0036, 0.0114, 0.0013], [-0.0037, 0.0077, 0.0061], [-0.0049, 0.0242, 0.0024], [-0.0074, -0.0045, 0.0055], [0.0161, -0.0085, -0.0238], [-0.0029, 0.0104, -0.0061], [0.0516, -0.0352, 0.0379], [-0.0172, 0.0481, -0.0481], [-0.0251, -0.0542, 0.0978], [0.0186, 0.0032, -0.0916], [-0.0114, -0.0121, 0.0146], [-0.0116, 0.0212, -0.0089], [0.0055, -0.0028, -0.0026], [-0.0125, -0.0207, 0.0092], [-0.0001, -0.0056, 0.0036], [-0.0084, -0.0058, 0.0043], [0.0078, 0.0130, 0.0127], [0.0025, 0.0069, -0.0064], [0.0073, 0.0287, -0.0013], [0.0048, -0.0038, -0.0075], [-0.0060, -0.0103, 0.0217]]}


2.
{"formula": "C26H64ClN5O8", "method": "the ωB97M-V functional and the def2-TZVPD basis", "species": ["C", "C", "C", "Cl", "C", "C", "O", "C", "O", "O", "H", "H", "H", "H", "H", "H", "H", "H", "H", "C", "O", "C", "C", "C", "N", "H", "H", "H", "H", "H", "H", "H", "H", "H", "H", "H", "C", "O", "C", "C", "C", "N", "H", "H", "H", "H", "H", "H", "H", "H", "H", "H", "H", "C", "O", "C", "C", "C", "N", "H", "H", "H", "H", "H", "H", "H", "H", "H", "H", "H", "C", "O", "C", "C", "C", "N", "H", "H", "H", "H", "H", "H", "H", "H", "H", "H", "H", "C", "O", "C", "C", "C", "N", "H", "H", "H", "H", "H", "H", "H", "H", "H", "H", "H"], "coordinates": [[6.442208, -2.728412, -4.081048], [5.717037, -3.996613, -3.644806], [4.395849, -3.828259, -2.889025], [4.678605, -3.513527, -1.155088], [3.491622, -2.780222, -3.490529], [2.578795, -3.207695, -4.616682], [1.756302, -2.022598, -4.703561], [1.686948, -1.514169, -3.444959], [1.061965, -0.550263, -3.141759], [2.456241, -2.259256, -2.601997], [7.184710, -3.014367, -4.827319], [5.802264, -1.997483, -4.562574], [6.992388, -2.243195, -3.277257], [6.382620, -4.534692, -2.969895], [5.553593, -4.643545, -4.507079], [3.863412, -4.778194, -2.941720], [3.996737, -1.882605, -3.845747], [3.083132, -3.457674, -5.544757], [1.903888, -3.985414, -4.255635], [5.144554, -1.656716, -7.512085], [5.162200, -3.069335, -7.376310], [4.482227, -3.778551, -8.397134], [5.290084, -3.989059, -9.684434], [5.398070, -2.743761, -10.558567], [6.635345, -4.508151, -9.425621], [4.208911, -1.302163, -7.952320], [5.986889, -1.306735, -8.112247], [5.243375, -1.228275, -6.515803], [4.267600, -4.762337, -7.969850], [3.517776, -3.299160, -8.611323], [4.752275, -4.747589, -10.260935], [6.127981, -2.036455, -10.165544], [5.726060, -3.019248, -11.559936], [4.437158, -2.233000, -10.644289], [6.570282, -5.403047, -8.949549], [7.086688, -3.892056, -8.755119], [-2.126827, 4.553996, -1.243341], [-1.128399, 5.265992, -1.948096], [0.138346, 4.635096, -1.992496], [0.287751, 3.559535, -3.076150], [-0.409713, 2.244664, -2.744525], [-0.162389, 4.029076, -4.391165], [-1.699482, 4.007558, -0.396279], [-2.660259, 3.855868, -1.892564], [-2.846681, 5.282036, -0.867251], [0.850551, 5.437495, -2.205197], [0.390408, 4.227379, -1.004171], [1.359452, 3.350046, -3.152969], [-1.488594, 2.311034, -2.893439], [-0.043492, 1.448628, -3.386431], [-0.225235, 1.949478, -1.709916], [0.383743, 4.840647, -4.665386], [-1.109277, 4.382820, -4.286357], [-0.366787, 4.425885, 5.776117], [-1.443985, 3.736168, 5.173640], [-2.048151, 4.376947, 4.070582], [-1.318822, 4.146102, 2.740996], [-0.038888, 4.960653, 2.584299], [-1.016990, 2.730192, 2.512022], [-0.524952, 5.508469, 5.756855], [0.585126, 4.189581, 5.295030], [-0.309699, 4.098252, 6.813877], [-3.043873, 3.933107, 3.986382], [-2.185995, 5.447371, 4.276108], [-2.005339, 4.466756, 1.950721], [0.782522, 4.536808, 3.161460], [0.272911, 4.968355, 1.539705], [-0.184419, 5.995371, 2.900990], [-1.882950, 2.199279, 2.493937], [-0.524107, 2.370665, 3.326332], [-1.947420, 0.277802, 5.903444], [-0.918530, 0.136171, 4.935664], [-0.470552, -1.185693, 4.713435], [-1.342879, -2.000679, 3.749075], [-2.654251, -2.468677, 4.369006], [-1.633585, -1.276885, 2.508333], [-1.835950, -0.440513, 6.720756], [-2.937890, 0.161079, 5.458830], [-1.872987, 1.289311, 6.302483], [0.525003, -1.086147, 4.272379], [-0.352402, -1.709928, 5.671586], [-0.762998, -2.889526, 3.481267], [-3.382168, -1.661584, 4.437762], [-3.101328, -3.255445, 3.760881], [-2.498973, -2.863518, 5.374609], [-0.765423, -1.057483, 2.028205], [-2.019627, -0.372095, 2.763413], [-7.477374, 0.859684, 8.768290], [-7.143933, -0.513319, 8.838486], [-7.493371, -1.284153, 7.706574], [-6.486859, -1.221135, 6.550433], [-6.544188, 0.074962, 5.747739], [-5.108094, -1.440980, 6.994294], [-8.412974, 1.015132, 8.222901], [-6.684265, 1.446870, 8.298892], [-7.604544, 1.216753, 9.789621], [-7.535296, -2.316375, 8.063498], [-8.501956, -1.017316, 7.363279], [-6.746639, -2.038201, 5.870460], [-6.060084, 0.897567, 6.274496], [-6.022808, -0.050318, 4.798758], [-7.574376, 0.364768, 5.532551], [-5.034245, -2.357721, 7.425888], [-4.918333, -0.789896, 7.751894]], "forces_ev_per_a": [[0.3832, -0.1687, -0.2705], [0.1734, 0.2077, 0.2561], [-0.3094, -0.2068, -0.1822], [0.1070, 0.1539, 0.0221], [-0.7249, 0.3149, -0.0121], [-0.1391, 0.0926, 0.4362], [0.1902, -0.0625, -0.2103], [-0.2290, 0.1161, 0.1538], [0.0429, -0.4140, -0.0058], [0.4203, 0.2577, -0.2002], [0.0350, 0.0454, -0.0133], [-0.0507, 0.0506, -0.0124], [-0.2116, 0.0306, 0.1885], [-0.0525, -0.2227, -0.0875], [-0.1560, 0.0561, -0.1040], [0.0164, -0.0447, 0.2746], [0.5637, -0.1643, 0.1708], [-0.1915, 0.2560, -0.2155], [0.2848, -0.4382, -0.2410], [0.1386, -0.0585, 0.0729], [-0.1258, 0.1324, 0.0664], [-0.0732, -0.1887, -0.0031], [0.1360, 0.1418, -0.0017], [-0.0500, 0.0097, -0.0703], [-0.1221, -0.0551, 0.1497], [-0.0120, -0.0339, -0.0379], [-0.0650, 0.0599, -0.0578], [-0.0198, -0.0042, 0.0089], [0.0321, 0.0070, 0.0328], [0.0309, 0.0438, -0.0533], [-0.0445, -0.0255, 0.0386], [0.0008, -0.0019, 0.0472], [0.0339, -0.0201, 0.0149], [0.0022, 0.0010, 0.0086], [0.0158, -0.0321, -0.0902], [0.0483, 0.0347, -0.0668], [-0.0416, 0.1028, -0.0137], [-0.0360, -0.0543, 0.0426], [0.1943, 0.0706, -0.0073], [-0.2144, -0.0554, -0.0082], [-0.0188, -0.0028, -0.0107], [0.0782, 0.1299, 0.0649], [-0.0111, -0.0623, -0.0169], [0.0264, -0.0784, 0.0561], [0.0289, 0.0298, -0.0025], [-0.0412, 0.0278, -0.0148], [-0.0273, -0.0663, -0.0158], [0.0277, 0.0368, 0.0284], [-0.0083, 0.0825, 0.0183], [-0.0214, 0.0628, -0.0149], [0.0005, -0.0045, -0.0005], [0.0342, -0.0502, -0.0321], [-0.0321, -0.0673, -0.0282], [-0.0251, -0.1169, 0.0224], [-0.0026, 0.0350, 0.1834], [-0.1021, -0.0660, -0.1305], [0.1530, -0.0461, 0.0020], [0.0041, 0.0640, -0.0561], [-0.1282, 0.0446, 0.0619], [0.0147, 0.0204, -0.0244], [0.0120, 0.0803, -0.0212], [-0.0270, 0.0009, 0.0023], [0.0062, -0.0300, 0.0492], [0.0932, 0.0178, -0.0382], [-0.0690, 0.0179, 0.0414], [-0.0167, -0.0248, 0.0359], [-0.0025, -0.0356, -0.0035], [-0.0013, -0.0034, 0.0077], [0.0025, 0.0125, -0.0822], [0.0431, -0.0329, -0.0262], [0.0243, 0.2511, -0.1135], [-0.0335, 0.0236, 0.0946], [0.1321, -0.0579, -0.0762], [-0.1699, 0.0871, 0.0150], [-0.0314, -0.1256, -0.0106], [0.1578, 0.0380, 0.0539], [0.0013, -0.0685, -0.0362], [-0.0260, -0.1063, 0.0871], [0.0307, 0.0033, -0.0302], [-0.0120, 0.0517, -0.0113], [-0.0606, -0.0287, -0.0052], [0.0565, 0.0116, 0.0199], [0.0163, 0.0299, 0.0476], [0.0248, 0.0256, -0.0499], [-0.0172, 0.0220, 0.0142], [-0.0280, -0.0593, -0.0524], [-0.0650, -0.0243, -0.0141], [0.0591, -0.0386, 0.0993], [-0.0143, 0.0789, -0.0195], [-0.0272, -0.1593, -0.0165], [0.0700, 0.1818, -0.0012], [-0.0236, 0.0020, -0.0792], [-0.0677, -0.0836, 0.1334], [-0.0001, 0.0093, -0.0320], [-0.0512, 0.0254, -0.0593], [-0.0055, -0.0206, 0.0069], [0.0184, 0.0112, 0.0360], [0.0250, 0.0456, -0.0467], [-0.0361, -0.0398, 0.0312], [-0.0085, -0.0056, 0.0500], [0.0317, -0.0134, 0.0163], [0.0003, 0.0031, 0.0061], [0.0337, -0.0292, -0.0896], [0.0251, 0.0501, -0.0423]]}


Number 1: HOMO -9.10 eV, DFT total energy -5033.80517 Eh. Number 2: HOMO -8.72 eV, DFT total energy -2364.82566 Eh.